{"formula": "C8H27NO6", "method": "ωB97M-V with the def2-TZVPD basis set", "charge": 0, "orbital_gap_ev": 9.25, "elements": ["C", "O", "C", "C", "N", "C", "C", "O", "C", "H", "H", "H", "H", "H", "H", "H", "H", "H", "H", "H", "H", "H", "H", "H", "C", "O", "H", "H", "H", "H", "C", "O", "H", "H", "H", "H", "O", "H", "H", "O", "H", "H"], "positions_angstrom": [[1.691, -0.393, -0.983], [2.607, -0.873, -1.924], [2.578, -2.298, -2.082], [3.610, -2.708, -3.097], [3.300, -2.123, -4.370], [4.359, -2.450, -5.315], [4.049, -1.625, -6.602], [3.919, -0.232, -6.270], [3.783, 0.677, -7.347], [1.801, 0.682, -1.127], [1.780, -0.700, 0.059], [0.657, -0.607, -1.250], [1.580, -2.614, -2.386], [2.804, -2.847, -1.168], [3.641, -3.791, -3.213], [4.595, -2.436, -2.718], [3.373, -1.116, -4.370], [4.337, -3.514, -5.548], [5.325, -2.243, -4.855], [3.075, -1.906, -7.001], [4.851, -1.770, -7.326], [3.659, 1.689, -6.961], [2.836, 0.377, -7.796], [4.489, 0.635, -8.176], [-2.757, 1.549, 10.482], [-1.603, 2.355, 10.176], [-3.380, 1.442, 9.594], [-2.520, 0.584, 10.929], [-3.327, 2.022, 11.281], [-1.006, 1.878, 9.595], [-6.406, 3.310, 4.507], [-6.049, 2.385, 3.470], [-7.184, 4.008, 4.200], [-6.844, 2.822, 5.378], [-5.595, 3.888, 4.951], [-5.600, 1.611, 3.817], [-3.745, -1.433, 5.670], [-2.875, -1.379, 6.064], [-3.880, -2.367, 5.512], [-5.012, 3.392, -1.393], [-5.130, 3.010, -0.523], [-5.784, 3.111, -1.885]], "forces_ev_per_a": [[-0.626, 1.091, -0.730], [0.474, -1.618, 0.227], [-0.028, 0.054, 0.174], [-0.482, 0.407, 0.249], [0.675, -0.245, -0.876], [-1.117, 0.638, -0.910], [0.338, 0.447, 0.583], [1.530, -0.062, 0.644], [-1.598, -0.946, -0.131], [-0.143, 0.132, 0.736], [0.717, -0.134, 0.055], [-0.217, -0.314, -0.302], [-0.186, 0.048, -0.236], [0.022, 0.308, 0.549], [-0.268, -0.156, 0.094], [0.385, 0.261, 0.096], [-0.556, 0.333, 0.761], [-0.037, -0.090, -0.210], [0.465, 0.288, -0.370], [0.045, -0.533, -0.194], [-0.023, 0.001, -0.262], [0.306, -0.184, 0.116], [-0.391, 0.429, -0.484], [0.715, -0.154, 0.420], [0.371, 0.274, 0.089], [-0.522, -0.187, 0.515], [-0.122, -0.171, 0.087], [0.350, -0.264, -0.399], [0.065, 0.515, -0.291], [-0.144, -0.166, -0.001], [-0.240, -0.506, 0.781], [-0.326, 0.939, 0.099], [0.232, -0.150, -0.665], [-0.124, -0.491, -0.022], [0.481, 0.033, -0.560], [-0.004, 0.149, 0.353], [-0.151, 0.203, -0.043], [0.222, 0.056, 0.094], [-0.084, -0.236, -0.064], [0.178, 0.122, -0.109], [-0.005, -0.072, 0.285], [-0.179, -0.047, -0.149]]}

***

{"formula": "C8H28B2O30", "method": "ωB97M-V with the def2-TZVPD basis set", "charge": -2, "orbital_gap_ev": 8.30, "de_lowest_kcal_mol": 109.3, "elements": ["O", "C", "O", "B", "O", "C", "O", "O", "C", "O", "C", "O", "O", "O", "C", "O", "B", "O", "C", "O", "O", "C", "O", "C", "O", "O", "O", "H", "H", "O", "H", "H", "O", "H", "H", "O", "H", "H", "O", "H", "H", "O", "H", "H", "O", "H", "H", "O", "H", "H", "O", "H", "H", "O", "H", "H", "O", "H", "H", "O", "H", "H", "O", "H", "H", "O", "H", "H"], "positions_angstrom": [[0.642, -3.503, 0.820], [0.976, -2.448, 0.274], [0.106, -1.654, -0.147], [0.756, -0.431, -0.583], [2.112, -0.573, -0.087], [2.236, -1.776, 0.309], [3.284, -2.217, 0.716], [0.117, 0.756, 0.039], [-0.174, 1.521, -0.924], [-0.383, 2.758, -0.737], [0.244, 0.960, -2.190], [0.682, -0.213, -2.069], [-0.015, 1.477, -3.316], [-3.161, -0.291, -0.394], [-3.031, -1.373, -0.927], [-3.194, -2.449, -0.276], [-2.783, -3.568, -1.102], [-2.439, -2.860, -2.372], [-2.674, -1.634, -2.244], [-2.704, -0.882, -3.177], [-1.800, -4.506, -0.567], [-2.356, -5.617, -0.271], [-1.884, -6.329, 0.635], [-3.724, -5.513, -0.647], [-3.966, -4.422, -1.203], [-4.637, -6.322, -0.519], [3.042, 2.511, -1.305], [2.461, 2.635, -0.569], [3.434, 1.642, -1.015], [4.318, 0.943, 0.490], [3.849, 1.035, 1.323], [4.034, 0.135, 0.102], [-1.123, -4.575, 2.825], [-0.370, -3.972, 2.777], [-1.034, -4.994, 1.972], [0.698, 5.788, 0.132], [0.791, 4.882, 0.309], [1.235, 6.224, 0.840], [0.925, -0.729, 3.041], [1.665, -0.201, 2.905], [0.091, -0.323, 2.804], [1.930, 3.141, 0.980], [2.567, 3.329, 1.678], [1.086, 2.812, 1.256], [1.502, 4.110, -2.798], [1.068, 3.403, -3.267], [2.165, 3.608, -2.369], [-0.796, 3.776, 1.910], [-1.269, 3.610, 1.128], [-1.291, 3.258, 2.556], [2.205, -4.950, 2.824], [1.610, -4.322, 3.155], [2.204, -4.711, 1.894], [-2.719, 3.619, -0.264], [-1.856, 3.382, -0.678], [-3.180, 2.772, -0.198], [-1.933, 3.055, -3.563], [-1.121, 2.501, -3.568], [-2.684, 2.594, -3.096], [-1.568, -1.256, 1.870], [-0.979, -1.542, 1.175], [-2.464, -1.342, 1.490], [3.895, -1.952, 3.548], [4.756, -1.629, 3.249], [3.714, -2.274, 2.653], [-1.167, 5.355, -2.313], [-0.210, 5.137, -2.227], [-1.710, 4.643, -2.686]], "forces_ev_per_a": [[1.884, 1.374, -1.293], [-2.134, -5.918, 3.569], [-2.507, 2.595, -2.869], [-0.659, 0.519, 0.104], [-0.440, 2.074, -1.357], [4.423, -1.213, 1.278], [0.053, -0.449, 0.004], [0.432, -2.568, 0.890], [0.319, 7.683, 1.696], [0.416, -4.098, -1.184], [-3.016, 2.346, -7.008], [1.427, -2.222, 1.981], [2.072, -1.692, 3.210], [-0.035, 0.496, -0.603], [-1.036, 4.210, 4.582], [0.228, -2.211, 1.939], [-0.473, -0.205, -0.919], [1.126, -4.969, 0.132], [0.142, 1.630, -4.876], [0.213, 1.373, -0.305], [1.911, 2.741, -1.490], [3.042, -1.821, 5.951], [-0.982, 0.194, -2.749], [-5.598, -4.781, -0.656], [-0.128, 3.688, -2.023], [1.419, -0.332, 0.601], [1.086, -2.133, -0.924], [-0.744, 0.841, 1.141], [-0.068, 1.527, -0.613], [1.157, 1.057, 0.546], [-0.184, -0.187, -0.116], [-0.406, -1.267, -0.045], [0.397, 0.404, 0.482], [-0.434, 0.221, 0.224], [-0.267, -0.656, -0.549], [0.691, 2.952, 0.588], [0.183, -2.108, 0.339], [-0.784, -0.650, -0.972], [-1.405, -2.285, 0.512], [1.619, 1.728, -0.358], [-0.245, 0.373, -0.285], [1.276, 0.308, -0.654], [-0.703, -0.178, 0.142], [-0.996, 0.011, 1.066], [-0.871, 1.104, -0.927], [-0.712, -0.162, -0.489], [1.530, -0.604, 1.046], [1.193, -0.130, 2.476], [-1.303, -0.027, -2.125], [0.120, 0.126, 0.058], [1.467, -1.271, -0.721], [-1.317, 1.305, 1.129], [0.033, -0.118, -0.318], [-0.193, -0.376, 0.033], [-0.786, 0.530, -0.059], [0.036, 0.065, 0.009], [-1.998, -0.062, 0.185], [-0.854, 0.047, 0.423], [1.594, 0.392, -0.824], [-0.885, 0.310, 0.686], [-0.256, -0.179, -0.077], [0.699, 0.148, 0.319], [0.855, 0.285, -1.040], [0.420, 0.445, 1.005], [-1.246, -0.646, 0.085], [0.365, 1.059, 0.390], [-1.195, -0.391, -0.333], [1.034, -0.251, -0.060]]}

***

{"formula": "C8H28FeOP2S", "method": "ωB97M-V with the def2-TZVPD basis set", "charge": 1, "orbital_gap_ev": [6.15, 8.90], "multiplicity": 6, "de_lowest_kcal_mol": 9.1, "elements": ["Fe", "H", "H", "P", "P", "C", "H", "H", "H", "C", "H", "H", "H", "C", "H", "H", "H", "C", "H", "H", "H", "C", "H", "H", "H", "C", "H", "H", "H", "H", "H", "C", "S", "C", "O", "H", "H", "H", "H", "H", "H"], "positions_angstrom": [[-0.374, -0.048, 0.064], [1.506, 0.311, -0.071], [1.482, -0.504, 0.000], [-0.091, 2.098, -0.452], [-0.173, -2.189, -0.489], [-1.422, -3.169, 0.419], [-1.521, -4.157, -0.062], [-1.116, -3.302, 1.462], [-2.386, -2.652, 0.381], [-0.406, -2.714, -2.224], [0.422, -2.340, -2.841], [-0.446, -3.809, -2.286], [-1.346, -2.293, -2.604], [1.372, -3.035, 0.017], [1.515, -2.906, 1.095], [1.312, -4.104, -0.229], [2.224, -2.587, -0.515], [-0.534, 2.604, -2.155], [-0.480, 3.695, -2.257], [0.159, 2.136, -2.867], [-1.551, 2.264, -2.380], [-1.186, 3.139, 0.577], [-0.891, 3.085, 1.632], [-1.138, 4.181, 0.229], [-2.215, 2.773, 0.481], [1.542, 2.906, -0.227], [2.282, 2.421, -0.881], [1.478, 3.971, -0.485], [1.869, 2.801, 0.812], [0.137, -0.042, -1.476], [-0.750, -0.093, -1.503], [-2.219, -1.128, 3.195], [-0.701, -0.348, 2.614], [-0.803, 1.197, 3.543], [0.446, -1.146, 3.151], [-3.060, -0.450, 3.060], [-2.061, -1.353, 4.256], [-2.394, -2.060, 2.636], [-0.760, 0.928, 4.608], [0.058, 1.824, 3.282], [-1.737, 1.713, 3.313]], "forces_ev_per_a": [[-2.160, 0.184, 2.375], [0.808, -1.831, 0.508], [1.025, 1.763, 0.265], [0.253, 3.170, -0.423], [0.348, -3.447, -0.011], [-0.136, -0.333, -0.248], [-0.006, 0.289, 0.289], [0.030, -0.005, -0.199], [0.089, -0.153, -0.026], [-0.052, 0.324, -0.095], [-0.230, -0.118, 0.169], [0.035, 0.292, 0.082], [0.214, -0.128, 0.041], [0.067, -0.074, -0.248], [-0.001, -0.018, -0.136], [0.103, 0.251, 0.100], [-0.171, -0.207, 0.165], [-0.046, -0.315, -0.015], [0.002, -0.256, 0.103], [-0.193, 0.146, 0.183], [0.195, 0.091, -0.004], [-0.084, 0.253, -0.071], [-0.044, 0.105, -0.307], [-0.037, -0.228, 0.208], [0.197, 0.106, 0.023], [0.051, 0.024, -0.089], [-0.160, 0.166, 0.183], [0.057, -0.261, 0.081], [0.017, 0.041, -0.129], [0.234, 0.066, -1.916], [-0.575, 0.133, -1.259], [0.045, -0.131, 0.025], [0.654, -0.384, 0.661], [0.037, -0.223, 0.314], [-0.609, 0.384, -0.365], [0.003, -0.001, -0.032], [-0.029, 0.064, -0.197], [0.172, 0.495, 0.248], [0.005, 0.110, -0.302], [-0.174, -0.276, 0.056], [0.067, -0.069, -0.007]]}

***

| no. | calculated total energy (eV) |
| --- | --- |
| 1 | -22505.8396 |
| 2 | -71541.0009 |
| 3 | -74585.8892 |